1.
The following is a DFT calculation (ωB97M-V/def2-TZVPD) of a gas-phase ion, C19H40BClO4P (charge -1) in a non-equilibrium geometry.

Computed properties:
Kohn-Sham gap: 7.20 eV
lowest unoccupied orbital energy: 2.570 eV
HOMO: -4.63 eV
charge: -1
DFT total energy: -1875.4349 a.u.
maximum force: 1.36 eV/Å

Element x y z (Å)
C: 5.17 3.69 1.81
C: 4.73 2.34 2.37
C: 4.01 1.47 1.33
C: 3.70 0.08 1.89
C: 3.01 -0.91 0.92
C: 2.22 -0.30 -0.24
B: 1.69 -1.37 -1.37
C: 0.20 -2.03 -1.12
C: -0.11 -2.61 0.27
C: -1.28 -1.93 1.01
C: -1.12 -0.43 1.19
C: -2.37 0.36 1.67
C: -3.63 -0.46 1.93
C: -4.48 -0.84 0.68
C: -3.99 -0.29 -0.67
C: -4.36 1.18 -1.01
C: -5.19 1.90 0.03
O: -5.45 3.21 -0.45
C: -5.90 4.09 0.55
O: 1.62 -0.55 -2.68
C: 1.90 -1.48 -3.68
C: 3.09 -2.24 -3.05
P: 3.51 -3.88 -3.79
O: 5.15 -3.72 -3.93
Cl: 2.98 -3.51 -5.80
O: 2.72 -2.41 -1.73
H: 5.91 4.15 2.48
H: 5.66 3.58 0.84
H: 4.34 4.39 1.74
H: 4.06 2.49 3.22
H: 5.61 1.80 2.71
H: 3.08 1.97 1.05
H: 4.66 1.39 0.46
H: 3.12 0.21 2.81
H: 4.66 -0.35 2.20
H: 3.75 -1.62 0.54
H: 2.32 -1.51 1.52
H: 2.83 0.41 -0.79
H: 1.38 0.28 0.17
H: -0.58 -1.31 -1.41
H: 0.11 -2.85 -1.84
H: 0.76 -2.64 0.92
H: -0.43 -3.65 0.15
H: -2.20 -2.19 0.47
H: -1.37 -2.41 2.00
H: -0.76 0.02 0.26
H: -0.31 -0.27 1.91
H: -2.57 1.16 0.96
H: -2.11 0.85 2.61
H: -3.39 -1.36 2.48
H: -4.28 0.13 2.59
H: -5.52 -0.55 0.85
H: -4.49 -1.92 0.60
H: -2.92 -0.41 -0.76
H: -4.43 -0.92 -1.44
H: -4.91 1.22 -1.95
H: -3.44 1.74 -1.15
H: -6.15 1.39 0.16
H: -4.68 1.95 1.00
H: -5.33 3.96 1.47
H: -6.97 3.95 0.75
H: -5.76 5.11 0.20
H: 2.13 -0.98 -4.63
H: 1.06 -2.16 -3.88
H: 3.95 -1.56 -3.16
H: 5.35 -2.84 -4.27

---

2.
The following is a DFT calculation (ωB97M-V/def2-TZVPD) of a molecular structure, C12H8Cl2N2O5STl in a non-equilibrium geometry.

Computed properties:
Kohn-Sham gap: 4.49 eV
lowest unoccupied orbital energy: 0.344 eV
HOMO: -4.15 eV
charge: -1
relative energy (zero: lowest compared OMol25 entry of this formula, charge and spin): 190.3 kJ/mol
DFT total energy: -2438.8128 a.u.
maximum force: 5.27 eV/Å

Element x y z (Å)
Tl: -2.37 -3.91 -0.11
Cl: 3.71 -4.88 0.01
C: 2.90 -6.37 -0.08
C: 3.73 -7.49 -0.02
C: 3.13 -8.72 0.05
C: 1.67 -8.81 0.02
C: 0.89 -7.68 -0.18
Cl: -1.02 -7.58 -0.09
C: 1.48 -6.41 -0.06
S: 0.31 -5.20 0.02
H: 4.81 -7.40 0.01
H: 3.77 -9.59 0.13
H: 1.20 -9.76 0.05
C: 1.28 6.89 -0.01
C: -0.01 6.28 -0.01
N: -0.20 4.86 -0.02
C: -1.54 4.74 -0.08
C: -2.16 6.05 -0.03
N: -1.18 6.93 0.03
C: -3.69 6.34 0.00
O: -4.58 5.46 0.04
O: -3.97 7.71 0.02
C: -2.08 3.24 -0.07
O: -3.43 3.07 0.10
O: -1.29 2.35 0.07
H: 1.95 6.18 0.20
H: 1.10 7.74 0.58
H: 1.60 7.65 -0.71
H: -2.95 8.11 -0.07
H: -3.98 3.90 0.14
O: 0.93 -3.72 0.07

---

3.
The following is a DFT calculation (ωB97M-V/def2-TZVPD) of C4H5NO in the gas phase.

Computed properties:
Kohn-Sham gap (alpha / beta): 7.88 / 7.88 eV
lowest unoccupied orbital energy (alpha / beta): -0.501 / -0.502 eV
HOMO (alpha / beta): -8.39 / -8.39 eV
relative energy (zero: lowest compared OMol25 entry of this formula, charge and spin): 447.4 kJ/mol
DFT total energy: -285.2442 a.u.
maximum force: 0.55 eV/Å

Element x y z (Å)
O: -1.67 -1.69 -0.41
C: -0.92 -0.59 -0.13
C: -1.58 0.64 0.06
N: 0.62 1.65 0.32
C: 1.19 0.50 0.24
C: 0.42 -0.69 0.19
H: -1.06 -2.43 -0.53
H: -1.40 1.46 -0.62
H: 1.29 2.41 0.20
H: 2.28 0.38 0.19
H: 0.83 -1.65 0.50

---

4.
The following is a DFT calculation (ωB97M-V/def2-TZVPD) of 2 unconnected molecules or ions with the total composition C4H7NS in a non-equilibrium geometry.

Computed properties:
Kohn-Sham gap (alpha / beta): 7.30 / 7.52 eV
lowest unoccupied orbital energy (alpha / beta): 0.139 / 0.261 eV
HOMO (alpha / beta): -7.16 / -7.25 eV
relative energy (zero: lowest compared OMol25 entry of this formula, charge and spin): 462.6 kJ/mol
DFT total energy: -609.3823 a.u.
maximum force: 2.70 eV/Å

Element x y z (Å)
C: 0.26 -1.08 -0.10
C: -1.46 0.60 0.32
C: 1.33 -0.56 -1.03
C: -0.74 1.71 1.06
N: 0.00 -2.22 0.35
S: -2.78 0.21 -0.51
H: 1.42 -1.31 -1.79
H: 0.97 0.34 -1.54
H: 2.16 -0.25 -0.46
H: -1.35 2.67 1.33
H: -0.59 1.02 1.99
H: 0.16 1.86 0.42
H: 0.60 -2.98 -0.02

---

5.
The following is a DFT calculation (ωB97M-V/def2-TZVPD) of a molecular structure, C51H46I2N3O8SW in a non-equilibrium geometry.

Computed properties:
spin multiplicity: 3
Kohn-Sham gap (alpha / beta): 4.47 / 6.85 eV
lowest unoccupied orbital energy (alpha / beta): 1.843 / 1.843 eV
HOMO (alpha / beta): -2.62 / -5.00 eV
charge: -1
relative energy (zero: lowest compared OMol25 entry of this formula, charge and spin): 31.0 kJ/mol
DFT total energy: -3798.0304 a.u.
maximum force: 1.80 eV/Å

Element x y z (Å)
W: -0.54 0.24 -0.87
C: -2.72 2.62 2.37
O: -3.04 3.57 1.34
C: -3.65 3.11 0.21
C: -4.71 3.85 -0.27
C: -5.35 3.55 -1.48
C: -4.90 2.48 -2.21
C: -3.82 1.72 -1.75
C: -3.33 0.63 -2.58
N: -2.31 -0.10 -2.31
N: -2.03 -1.06 -3.30
C: -0.94 -1.67 -3.00
O: -0.31 -1.51 -1.87
C: -0.28 -2.51 -4.03
C: -0.78 -2.62 -5.32
C: -0.09 -3.35 -6.27
C: 1.11 -3.97 -5.94
C: 1.62 -3.86 -4.66
C: 0.93 -3.13 -3.70
C: -3.16 2.00 -0.54
O: -2.16 1.30 -0.09
H: -1.94 3.09 2.97
H: -2.36 1.68 1.97
H: -3.60 2.45 2.99
H: -5.03 4.70 0.33
H: -6.18 4.15 -1.83
H: -5.36 2.21 -3.16
H: -3.85 0.42 -3.51
H: -1.70 -2.11 -5.56
H: -0.48 -3.42 -7.28
H: 1.64 -4.54 -6.69
H: 2.56 -4.33 -4.40
H: 1.31 -3.03 -2.69
I: 1.57 -2.33 0.50
C: -0.03 -3.61 0.15
C: 0.34 -4.90 -0.15
C: -0.61 -5.82 -0.61
C: -1.89 -5.39 -0.84
C: -2.28 -4.06 -0.56
C: -3.59 -3.63 -0.92
C: -4.02 -2.37 -0.58
C: -3.24 -1.54 0.19
C: -1.91 -1.88 0.57
C: -1.37 -3.17 0.08
H: 1.38 -5.20 -0.07
H: -0.33 -6.84 -0.82
H: -2.63 -6.06 -1.26
H: -4.23 -4.32 -1.46
H: -5.02 -2.04 -0.87
H: -3.65 -0.63 0.62
I: 5.79 -0.17 -7.17
C: 4.31 0.01 -5.72
C: 3.04 0.43 -6.10
C: 2.07 0.58 -5.12
C: 2.37 0.31 -3.79
C: 3.63 -0.13 -3.43
C: 4.61 -0.29 -4.40
C: 1.30 0.48 -2.76
O: 0.13 0.76 -3.10
O: 1.56 0.29 -1.54
H: 2.82 0.64 -7.13
H: 1.07 0.90 -5.38
H: 3.83 -0.37 -2.39
H: 5.60 -0.64 -4.13
C: -0.85 5.12 -0.96
C: 0.38 4.68 -0.18
S: 0.31 2.93 0.30
O: -0.06 2.38 -1.13
C: 2.10 2.73 0.38
C: 2.73 3.54 1.50
H: -0.76 6.17 -1.23
H: -1.76 4.99 -0.37
H: -0.95 4.53 -1.87
H: 0.44 5.23 0.77
H: 1.29 4.86 -0.75
H: 2.47 3.00 -0.61
H: 2.26 1.67 0.54
H: 2.59 4.62 1.37
H: 3.80 3.35 1.53
H: 2.33 3.25 2.47
C: 2.70 3.10 6.48
C: 2.79 2.02 5.44
C: 4.03 1.57 5.01
C: 4.13 0.55 4.07
C: 2.98 -0.04 3.58
C: 1.73 0.40 4.00
N: 0.55 -0.19 3.48
C: 0.25 -1.52 3.69
C: 0.88 -2.26 4.69
C: 0.60 -3.60 4.87
C: -0.35 -4.24 4.08
C: -1.00 -3.51 3.10
C: -0.72 -2.17 2.89
C: -1.56 -1.37 1.92
O: -2.08 -0.35 2.37
O: 0.17 0.69 0.69
C: 1.62 1.45 4.91
C: 0.27 1.96 5.34
H: 3.69 3.37 6.85
H: 2.10 2.78 7.33
H: 2.23 4.01 6.09
H: 4.93 2.02 5.42
H: 5.10 0.21 3.74
H: 3.02 -0.85 2.87
H: 0.23 0.20 2.59
H: 1.62 -1.77 5.32
H: 1.12 -4.15 5.65
H: -0.57 -5.29 4.22
H: -1.77 -3.98 2.50
H: -0.51 1.54 4.72
H: 0.23 3.05 5.28
H: 0.06 1.69 6.38

---

6.
The following is a DFT calculation (ωB97M-V/def2-TZVPD) of 11 unconnected molecules or ions with the total composition C72H169N11O15 in a non-equilibrium geometry.

Computed properties:
Kohn-Sham gap: 8.65 eV
lowest unoccupied orbital energy: 0.408 eV
HOMO: -8.24 eV
SMILES: CC1(C)CCCC(C)(C)N1O.CC1(C)CCCC(C)(C)N1O.CC1(C)CCCC(C)(C)N1O.CC1(C)CCCC(C)(C)N1O.COC[C@H](C)N.COC[C@H](C)N.COC[C@H](C)N.COCCNCCOC.COCCNCCOC.COCCNCCOC.COCCNCCOC
DFT total energy: -4574.8852 a.u.
maximum force: 3.18 eV/Å

Element x y z (Å)
C: 7.79 3.17 0.56
C: 6.87 3.33 1.77
C: 6.01 2.02 1.75
C: 7.68 3.41 3.09
C: 8.27 4.79 3.50
C: 7.19 5.88 3.32
C: 6.54 5.89 1.88
C: 5.39 6.90 1.97
C: 7.52 6.50 0.74
N: 6.03 4.50 1.65
O: 5.17 4.46 0.53
H: 7.26 3.14 -0.39
H: 8.71 3.76 0.50
H: 8.15 2.14 0.62
H: 6.63 1.12 1.80
H: 5.31 1.93 2.57
H: 5.54 1.84 0.78
H: 6.97 3.06 3.84
H: 8.48 2.67 3.04
H: 8.71 4.73 4.49
H: 9.11 4.92 2.81
H: 7.62 6.82 3.67
H: 6.48 5.45 4.03
H: 5.60 7.94 2.22
H: 4.81 6.62 2.86
H: 4.73 6.81 1.11
H: 8.21 5.77 0.32
H: 8.31 7.00 1.30
H: 6.97 7.08 0.00
H: 4.27 4.30 0.83
C: -5.21 1.03 8.86
C: -4.87 0.13 7.68
C: -6.18 -0.35 6.89
C: -3.95 0.99 6.77
C: -3.32 0.16 5.62
C: -2.55 -1.06 6.17
C: -3.42 -1.90 7.13
C: -4.36 -2.90 6.34
C: -2.41 -2.78 7.96
N: -4.11 -1.06 8.14
O: -4.89 -1.86 9.06
H: -4.38 1.47 9.40
H: -5.76 1.92 8.53
H: -5.83 0.42 9.53
H: -7.01 0.35 6.95
H: -6.13 -0.80 5.90
H: -6.63 -1.14 7.51
H: -4.38 1.89 6.33
H: -3.18 1.34 7.45
H: -4.10 -0.04 4.89
H: -2.56 0.85 5.25
H: -1.59 -0.73 6.58
H: -2.32 -1.68 5.31
H: -3.85 -3.63 5.71
H: -5.01 -2.46 5.58
H: -5.06 -3.46 6.96
H: -2.79 -3.19 8.90
H: -1.83 -2.08 8.57
H: -1.80 -3.55 7.48
H: -5.66 -2.02 8.52
C: -6.91 1.50 1.76
C: -7.12 0.00 1.55
C: -8.45 -0.43 2.26
C: -7.42 -0.32 0.05
C: -6.12 -0.34 -0.77
C: -5.06 -1.24 -0.14
C: -4.78 -0.90 1.34
C: -3.92 -2.13 1.78
C: -3.87 0.40 1.44
N: -6.07 -0.93 1.99
O: -5.88 -0.90 3.38
H: -6.40 1.72 2.70
H: -6.33 1.88 0.92
H: -7.86 2.04 1.82
H: -8.62 -1.49 2.09
H: -8.21 -0.31 3.32
H: -9.31 0.23 2.13
H: -7.94 -1.28 0.03
H: -8.10 0.40 -0.39
H: -6.46 -0.58 -1.77
H: -5.76 0.67 -0.99
H: -4.18 -1.20 -0.78
H: -5.40 -2.27 -0.29
H: -3.07 -2.25 1.11
H: -4.50 -3.05 1.74
H: -3.50 -1.97 2.77
H: -4.46 1.31 1.59
H: -3.26 0.49 0.55
H: -3.18 0.37 2.28
H: -6.16 -1.81 3.56
C: 4.28 -6.43 -0.72
C: 4.25 -5.19 0.16
C: 4.34 -3.95 -0.78
C: 2.91 -5.24 0.87
C: 2.66 -4.32 2.08
C: 3.94 -4.18 2.97
C: 5.33 -4.27 2.29
C: 5.81 -2.84 1.93
C: 6.25 -4.74 3.47
N: 5.31 -5.23 1.19
O: 6.65 -5.57 0.65
H: 5.27 -6.69 -1.10
H: 4.04 -7.36 -0.21
H: 3.84 -6.37 -1.72
H: 3.59 -3.19 -0.58
H: 5.35 -3.54 -0.73
H: 4.34 -4.12 -1.86
H: 2.23 -5.17 0.02
H: 2.79 -6.26 1.25
H: 2.51 -3.41 1.50
H: 1.90 -4.62 2.80
H: 3.75 -4.71 3.90
H: 3.86 -3.14 3.30
H: 5.03 -2.17 1.57
H: 6.60 -2.93 1.18
H: 6.22 -2.45 2.86
H: 7.27 -4.98 3.15
H: 5.80 -5.66 3.83
H: 6.41 -3.96 4.22
H: 6.84 -6.35 1.17
C: 0.88 1.88 -5.08
O: 1.01 3.31 -5.04
C: 2.19 3.80 -5.64
C: 1.92 5.09 -6.43
C: 1.72 6.34 -5.51
N: 0.71 4.90 -7.17
H: 1.77 1.44 -4.63
H: 0.86 1.52 -6.12
H: -0.07 1.50 -4.72
H: 3.01 3.98 -4.94
H: 2.67 3.12 -6.35
H: 2.82 5.20 -7.05
H: 2.57 6.89 -5.09
H: 1.09 5.97 -4.70
H: 1.20 7.15 -6.03
H: -0.07 4.72 -6.55
H: 0.71 3.98 -7.61
C: -2.06 8.01 -1.05
O: -2.60 7.27 -2.20
C: -2.92 8.02 -3.30
C: -3.21 7.12 -4.51
C: -3.59 7.82 -5.80
N: -4.32 6.17 -4.18
H: -2.62 8.93 -0.87
H: -1.05 8.36 -1.25
H: -2.15 7.42 -0.14
H: -3.78 8.62 -2.98
H: -2.03 8.61 -3.55
H: -2.30 6.53 -4.63
H: -2.85 8.53 -6.18
H: -4.53 8.31 -5.53
H: -3.71 7.10 -6.60
H: -4.34 5.95 -3.20
H: -5.10 6.80 -4.31
C: 6.57 -2.44 -4.35
O: 5.70 -1.38 -4.65
C: 6.15 -0.06 -4.32
C: 5.84 0.44 -2.93
C: 4.36 0.82 -2.77
N: 6.64 1.58 -2.68
H: 6.07 -3.33 -4.75
H: 6.44 -2.62 -3.28
H: 7.62 -2.36 -4.63
H: 7.21 -0.01 -4.59
H: 5.53 0.54 -4.99
H: 5.96 -0.41 -2.25
H: 4.32 1.06 -1.71
H: 3.73 -0.05 -2.91
H: 4.06 1.72 -3.30
H: 6.47 2.12 -1.84
H: 7.64 1.41 -2.76
C: -0.19 4.96 -2.37
O: 0.03 3.93 -1.43
C: 1.28 3.29 -1.74
C: 1.94 2.76 -0.47
N: 1.07 1.66 -0.04
C: 1.52 0.89 1.11
C: 1.02 -0.58 0.94
O: 1.01 -1.33 2.18
C: -0.17 -1.13 2.96
H: 0.61 5.67 -2.60
H: -0.97 5.59 -1.95
H: -0.46 4.60 -3.37
H: 1.95 3.98 -2.25
H: 1.02 2.44 -2.38
H: 2.12 3.60 0.20
H: 2.91 2.50 -0.90
H: 0.15 2.07 -0.19
H: 1.20 1.35 2.05
H: 2.59 0.71 1.19
H: 1.76 -0.98 0.25
H: 0.04 -0.76 0.51
H: -0.21 -1.94 3.69
H: -1.11 -1.15 2.40
H: -0.25 -0.12 3.37
C: -2.81 3.50 -5.59
O: -1.86 2.84 -6.41
C: -2.45 1.73 -7.10
C: -3.23 2.03 -8.36
N: -3.46 0.87 -9.24
C: -4.01 1.17 -10.51
C: -4.22 -0.17 -11.26
O: -5.40 -0.23 -12.05
C: -6.60 -0.25 -11.33
H: -2.88 2.79 -4.76
H: -3.83 3.68 -5.93
H: -2.32 4.46 -5.42
H: -3.12 1.29 -6.36
H: -1.68 0.96 -7.23
H: -2.57 2.74 -8.88
H: -4.18 2.56 -8.26
H: -2.87 0.07 -9.06
H: -3.26 1.66 -11.14
H: -4.93 1.74 -10.38
H: -4.23 -1.08 -10.65
H: -3.34 -0.31 -11.89
H: -6.73 -1.14 -10.71
H: -7.43 -0.43 -12.02
H: -6.80 0.64 -10.73
C: -3.14 -9.73 10.48
O: -2.98 -8.78 9.53
C: -3.14 -7.45 10.01
C: -3.73 -6.53 8.91
N: -2.67 -6.18 7.93
C: -2.78 -6.79 6.65
C: -1.52 -6.52 5.91
O: -1.69 -5.39 5.03
C: -0.76 -5.17 3.99
H: -3.89 -9.59 11.25
H: -2.21 -10.03 10.98
H: -3.31 -10.69 9.98
H: -2.18 -7.05 10.33
H: -3.86 -7.35 10.83
H: -4.02 -5.62 9.45
H: -4.65 -6.89 8.47
H: -2.50 -5.19 7.92
H: -3.61 -6.38 6.06
H: -2.90 -7.88 6.69
H: -1.31 -7.38 5.28
H: -0.59 -6.34 6.46
H: 0.21 -5.03 4.48
H: -1.05 -4.26 3.47
H: -0.79 -5.84 3.13
C: 1.63 -5.22 -7.04
O: 1.78 -4.14 -6.22
C: 2.31 -4.41 -4.92
C: 2.46 -3.12 -4.18
N: 1.32 -2.70 -3.43
C: 1.40 -1.32 -2.92
C: 0.01 -0.83 -2.45
O: -0.93 -0.91 -3.48
C: -2.28 -0.56 -3.16
H: 1.31 -4.82 -8.00
H: 0.96 -5.98 -6.63
H: 2.59 -5.74 -7.17
H: 3.34 -4.75 -5.10
H: 1.74 -5.17 -4.39
H: 2.84 -2.35 -4.86
H: 3.28 -3.13 -3.46
H: 0.49 -2.76 -4.00
H: 1.90 -0.61 -3.58
H: 2.21 -1.43 -2.20
H: 0.11 0.19 -2.07
H: -0.34 -1.43 -1.61
H: -2.78 -1.52 -3.01
H: -2.88 -0.23 -4.01
H: -2.52 0.17 -2.39